[1]
Computed, not measured: a molecular structure, C21H18AsN4O8STi, with ωB97M-V/def2-TZVPD.

The calculation puts the HOMO-LUMO gap (spin up / spin down) at 8.18 / 9.08 eV. As for the expectation value of S²: 0.75. As for the charge: 0. The spin multiplicity is 2.

CARTESIAN COORDINATES (ANGSTROEM)
Ti -0.33 0.29 0.28
O -2.72 3.64 1.02
C -2.16 2.57 1.03
N -0.85 2.28 0.70
C 0.05 3.30 0.47
O -0.07 4.48 0.69
C 1.36 2.77 -0.07
C 2.43 3.62 -0.32
C 3.60 3.08 -0.82
C 3.67 1.71 -1.04
C 2.57 0.93 -0.75
N 1.44 1.45 -0.27
C -2.93 1.32 1.39
C -4.25 1.39 1.79
C -4.92 0.21 2.06
C -4.25 -1.00 1.90
C -2.93 -0.99 1.48
N -2.28 0.15 1.25
H 2.30 4.68 -0.12
H 4.45 3.72 -1.04
H 4.56 1.26 -1.44
H 2.57 -0.14 -0.90
H -4.71 2.36 1.87
H -5.95 0.22 2.38
H -4.75 -1.94 2.07
H -2.40 -1.91 1.26
O 0.74 -4.03 -0.66
As -0.30 -2.65 -0.96
O -1.83 -3.10 -0.63
O 0.36 -1.50 0.12
C 0.25 -2.20 -2.76
C 1.01 -3.18 -3.41
C 1.45 -2.99 -4.71
C 1.15 -1.82 -5.38
C 0.40 -0.84 -4.75
C -0.05 -1.03 -3.44
S -0.98 0.35 -2.81
O -0.06 1.45 -2.75
O -2.13 0.48 -3.65
O -1.37 -0.08 -1.42
H 0.17 -4.73 -0.31
H 1.25 -4.09 -2.88
H 2.04 -3.76 -5.19
H 1.49 -1.66 -6.39
H 0.14 0.08 -5.26
C 1.31 -1.20 5.41
C 1.75 0.08 4.69
C 1.15 0.19 3.37
N 0.66 0.24 2.33
H 1.79 -1.25 6.38
H 1.60 -2.08 4.83
H 0.23 -1.21 5.55
H 2.83 0.12 4.56
H 1.46 0.97 5.25

[2]
Computed, not measured: C7H13N in the gas phase, with ωB97M-V/def2-TZVPD.

Its SMILES is C=C/C=C/CCCN. The calculation puts the HOMO-LUMO gap at 9.78 eV. As for the charge: 0.

CARTESIAN COORDINATES (ANGSTROEM)
C 3.70 1.06 -1.89
C 2.59 0.39 -1.60
C 1.76 0.68 -0.42
C 0.65 0.01 -0.15
C -0.21 0.21 1.06
C -1.19 -0.95 1.29
C -2.34 -0.98 0.28
N -3.47 -0.20 0.78
H 4.12 1.93 -1.39
H 4.30 0.79 -2.76
H 2.23 -0.44 -2.20
H 2.17 1.43 0.26
H 0.24 -0.71 -0.86
H -0.82 1.11 0.94
H 0.40 0.36 1.95
H -0.65 -1.89 1.27
H -1.61 -0.89 2.30
H -2.00 -0.64 -0.70
H -2.67 -2.02 0.18
H -3.24 0.39 1.56
H -3.95 0.35 0.09

[3]
Computed, not measured: a molecular structure, C41H37BrF4LaN7O2, with ωB97M-V/def2-TZVPD.

The calculation puts the HOMO-LUMO gap at 6.49 eV. As for the charge: 0.

CARTESIAN COORDINATES (ANGSTROEM)
La 0.13 -0.59 0.00
C 4.66 1.24 0.42
C 4.42 2.51 0.90
C 3.21 3.11 0.61
C 2.26 2.40 -0.12
N 2.47 1.16 -0.55
C 3.66 0.61 -0.30
C 0.97 3.06 -0.47
C 0.99 4.42 -0.72
C -0.18 5.07 -1.04
C -1.34 4.33 -1.10
C -1.29 2.97 -0.84
N -0.15 2.32 -0.56
C -2.57 2.20 -0.93
C -3.75 2.82 -0.53
C -4.95 2.15 -0.70
C -4.93 0.90 -1.28
C -3.70 0.35 -1.62
N -2.53 0.97 -1.43
H 5.60 0.73 0.60
H 5.16 3.03 1.50
H 2.97 4.10 1.00
H 3.82 -0.38 -0.70
H 1.93 4.96 -0.68
H -0.18 6.13 -1.27
H -2.27 4.79 -1.38
H -3.72 3.79 -0.06
H -5.88 2.60 -0.38
H -5.84 0.33 -1.45
H -3.66 -0.64 -2.06
C -2.70 -4.30 -0.69
C -2.61 -3.10 -1.61
N -1.25 -2.81 -2.07
C -0.55 -4.00 -2.56
C -1.16 -4.67 -3.79
C -1.25 -1.71 -3.03
C 0.15 -1.36 -3.52
N 1.06 -1.35 -2.38
C 2.29 -1.83 -2.56
C 2.97 -2.40 -1.46
F 2.32 -2.35 -0.26
C 4.22 -2.95 -1.50
F 4.74 -3.46 -0.37
C 4.94 -3.00 -2.68
C 4.32 -2.45 -3.78
F 4.98 -2.43 -4.95
C 3.07 -1.88 -3.74
F 2.62 -1.29 -4.87
H -3.65 -4.29 -0.16
H -1.90 -4.27 0.06
H -2.63 -5.25 -1.24
H -2.96 -2.22 -1.07
H -3.29 -3.24 -2.46
H -0.49 -4.72 -1.74
H 0.48 -3.72 -2.77
H -2.21 -4.92 -3.64
H -0.63 -5.60 -4.01
H -1.08 -4.03 -4.67
H -1.69 -0.84 -2.53
H -1.88 -1.93 -3.90
H 0.09 -0.39 -4.03
H 0.46 -2.09 -4.27
H 5.93 -3.44 -2.73
O 1.97 -0.74 1.95
C 1.74 0.33 2.53
N 0.77 1.18 2.13
C 0.83 2.31 2.91
O 0.16 3.32 2.77
C 1.92 2.13 3.95
C 2.37 2.94 4.96
C 3.42 2.45 5.75
C 3.99 1.20 5.50
C 3.52 0.39 4.47
C 2.48 0.89 3.71
H 1.93 3.91 5.14
H 3.81 3.06 6.56
H 4.80 0.86 6.13
H 3.94 -0.58 4.27
C -0.96 -2.25 1.59
H -0.31 -3.14 1.67
H -1.97 -2.61 1.35
H -1.01 -1.80 2.59
Br -4.75 -1.50 1.16
C -4.05 0.04 2.03
C -4.87 0.66 2.96
C -4.38 1.80 3.59
C -3.13 2.27 3.25
C -2.41 1.58 2.29
N -2.85 0.46 1.69
H -5.85 0.27 3.19
H -4.99 2.32 4.33
H -2.70 3.16 3.70
H -1.43 1.93 2.00

[4]
Computed, not measured: a molecular structure, C20H27AuIN3OS3, with ωB97M-V/def2-TZVPD.

The calculation puts the HOMO-LUMO gap (spin up / spin down) at 8.02 / 3.14 eV. As for the expectation value of S²: 2.01. As for the charge: +2. The spin multiplicity is 3.

CARTESIAN COORDINATES (ANGSTROEM)
Au -0.20 0.10 0.02
C 1.92 3.94 0.50
C 1.09 3.49 1.70
S -0.27 2.32 1.38
C -1.35 3.17 0.21
C -0.94 3.19 -1.27
S -0.48 1.56 -1.95
C 1.19 1.76 -2.69
C 2.14 2.80 -2.09
S 2.49 2.46 -0.35
H 2.81 4.48 0.85
H 1.38 4.59 -0.18
H 0.67 4.36 2.21
H 1.71 2.96 2.43
H -1.50 4.19 0.56
H -2.30 2.65 0.32
H -0.13 3.89 -1.45
H -1.79 3.53 -1.86
H 1.06 1.98 -3.75
H 1.62 0.76 -2.60
H 1.79 3.83 -2.19
H 3.09 2.72 -2.61
C -0.66 -2.14 -2.32
N -0.76 -1.79 -0.91
C -1.24 -2.62 -0.04
C -1.30 -2.27 1.33
C -1.89 -2.86 2.44
C -1.76 -1.95 3.49
C -1.09 -0.83 2.98
N -0.80 -1.03 1.68
C 0.77 -2.14 -2.79
C 1.17 -1.35 -3.86
C 2.49 -1.36 -4.30
C 3.42 -2.17 -3.67
C 3.03 -2.97 -2.61
C 1.71 -2.96 -2.17
H -1.24 -1.43 -2.92
H -1.11 -3.13 -2.46
H -1.61 -3.59 -0.37
H -2.37 -3.83 2.47
H -2.09 -2.07 4.50
H -0.79 0.06 3.50
H 0.43 -0.76 -4.39
H 2.78 -0.77 -5.16
H 4.44 -2.20 -4.03
H 3.74 -3.64 -2.15
H 1.41 -3.61 -1.36
N 2.54 -2.08 1.24
C 3.02 -1.16 0.41
O 2.33 -0.31 -0.15
C 4.52 -1.16 0.22
I 5.16 0.48 -0.96
H 1.55 -2.08 1.47
H 3.13 -2.75 1.70
H 4.84 -2.07 -0.29
H 5.03 -1.08 1.17

Molecular weight (g/mol)
609.25 111.19 954.60 745.53
E (eV)
-139203.77445 -8958.57899 -139417.90272 -71978.30970